No. 1
Molecular formula: C29H30N8O4PtS
Method: DFT, ωB97M-V with the def2-TZVPD basis set

The geometry in XYZ format:
```
73
Properties=species:S:1:pos:R:3:forces:R:3:mulliken_charge:R:1
Pt 0.41302 0.08012 -0.67846 -0.70 0.96 -2.53 1.03
N 5.98227 5.45312 -2.28899 0.08 0.01 -0.05 -0.51
C 5.50375 4.21597 -1.91607 -0.04 -0.13 0.06 1.09
C 4.62674 3.51287 -2.75165 0.00 0.07 0.02 -0.74
C 4.20053 2.24612 -2.40716 -0.02 -0.04 -0.03 -0.37
C 4.63183 1.67449 -1.21781 -0.14 -0.31 0.09 -0.63
C 5.49785 2.35550 -0.37666 -0.01 -0.04 0.07 -0.26
C 5.93106 3.62028 -0.72295 -0.01 0.09 -0.06 -0.74
S 4.04780 0.06633 -0.77457 -0.21 -0.12 -0.05 1.42
O 3.79908 -0.66343 -1.98599 -0.07 0.15 -0.06 -0.79
O 4.94289 -0.49381 0.19925 -0.02 0.14 0.05 -0.71
N 2.56952 0.27493 -0.09706 -1.15 -0.11 -0.74 -0.50
C 2.34934 0.58707 1.19636 -0.06 0.14 1.38 0.84
N 1.08542 0.27422 1.57631 0.31 -0.02 1.08 -0.36
C 0.69542 0.55844 2.80471 0.42 0.14 0.08 -0.24
C 1.55343 1.16038 3.71350 0.01 0.02 -0.03 -0.74
C 2.82786 1.44933 3.23909 -0.19 -0.01 0.17 -0.32
N 3.23705 1.17322 2.01096 0.21 0.00 -0.49 -0.45
H 5.50105 5.95202 -3.01481 -0.02 0.03 0.03 0.20
H 6.43382 6.01723 -1.59236 -0.04 0.04 0.00 0.20
H 4.28945 3.97022 -3.67436 0.03 -0.03 -0.03 0.29
H 3.54615 1.67774 -3.05675 -0.02 0.06 0.00 0.47
H 5.82511 1.87206 0.53443 -0.02 0.07 0.02 0.46
H 6.61211 4.16192 -0.07709 0.02 -0.04 0.01 0.28
H -0.32428 0.28739 3.05991 0.00 0.02 0.03 0.48
H 1.24363 1.38880 4.72205 0.06 0.04 0.01 0.40
H 3.55785 1.94201 3.87453 -0.02 -0.04 0.03 0.41
O -1.68366 0.01605 -1.05366 1.41 -0.70 0.16 -0.91
C -2.57233 0.93715 -0.85878 -0.21 0.57 0.06 0.11
C -3.93030 0.52541 -0.81432 0.12 -0.12 -0.16 -0.29
C -4.96734 1.41323 -0.68920 0.06 0.03 0.02 -0.69
C -4.71048 2.78225 -0.58791 -0.08 0.09 0.01 -0.80
C -3.40559 3.21184 -0.58989 0.03 -0.07 -0.01 -0.58
C -2.31985 2.32778 -0.70738 -0.22 -0.25 0.09 0.39
C -0.96856 2.84821 -0.63365 0.20 0.09 -0.06 0.80
N 0.17730 2.18532 -0.73582 0.20 -1.26 0.56 0.00
C 1.20625 3.07522 -0.53331 0.07 0.22 -0.06 -0.10
C 0.68693 4.30780 -0.33160 0.10 -0.04 -0.04 -1.14
N -0.67758 4.15275 -0.39804 -0.01 -0.14 -0.09 -0.02
H -4.11149 -0.53786 -0.91268 -0.04 0.07 -0.03 0.61
H -5.98810 1.05188 -0.66796 0.01 -0.02 -0.02 0.41
H -5.52109 3.49386 -0.51001 0.02 -0.01 0.02 0.38
H -3.23237 4.27784 -0.50529 0.03 0.02 0.01 0.27
H 2.23331 2.76862 -0.55190 0.11 -0.05 -0.02 0.51
H 1.15860 5.25814 -0.15900 -0.03 -0.01 0.01 0.45
H -1.35224 4.88454 -0.28828 -0.07 0.02 0.00 0.16
C -3.03350 -2.95153 2.16224 -0.08 0.00 -0.13 -1.26
C -3.42628 -2.75382 0.69788 0.18 -0.08 0.26 0.16
N -3.38270 -3.98119 -0.09996 -0.02 0.11 -0.07 0.33
C -4.63268 -4.68532 -0.36982 0.02 -0.16 0.07 -0.72
C -5.06592 -5.60428 0.76918 0.04 0.09 -0.08 -1.07
C -2.23088 -4.58420 -0.48512 -0.06 -0.01 -0.04 0.21
O -2.19237 -5.68319 -1.01877 -0.03 0.03 0.12 -0.66
C -0.93963 -3.85083 -0.24791 0.24 -0.25 -0.14 0.21
C 0.06415 -4.46346 0.49570 0.00 0.14 -0.09 -0.18
C 1.30379 -3.85164 0.57671 -0.10 -0.15 -0.04 -1.21
C 1.49181 -2.63172 -0.04431 0.11 -0.10 -0.18 0.06
N 0.51578 -2.02779 -0.73463 -0.19 0.72 0.82 -0.34
C -0.66154 -2.64901 -0.86643 -0.14 -0.07 -0.21 -0.27
H -3.19004 -2.02103 2.71034 0.04 -0.01 0.02 0.44
H -1.98247 -3.22840 2.24673 0.01 0.01 0.03 0.20
H -3.63359 -3.73182 2.62959 0.00 0.00 0.02 0.30
H -2.78158 -1.99496 0.25361 -0.11 0.02 0.00 -0.61
H -4.44951 -2.38248 0.64893 0.00 0.01 -0.08 0.60
H -4.47624 -5.27935 -1.26742 -0.02 0.04 -0.03 0.43
H -5.40223 -3.93957 -0.57399 0.02 0.02 -0.03 0.38
H -4.25572 -6.28998 1.01673 -0.02 -0.02 0.01 0.29
H -5.93298 -6.18998 0.46240 -0.01 -0.01 0.03 0.40
H -5.33771 -5.03798 1.66075 0.01 -0.01 0.02 0.26
H -0.13345 -5.40992 0.98202 0.03 -0.02 -0.02 0.50
H 2.11736 -4.30494 1.12453 0.02 0.03 -0.01 0.49
H 2.44173 -2.12021 -0.01352 -0.06 0.07 0.12 0.36
H -1.39473 -2.14602 -1.48510 0.02 0.08 0.16 0.93
```
Forces are in eV/Å.

The calculation puts the HOMO energy at -7.30 eV. The calculation puts the orbital gap at 0.2675 Eh. The value obtained for the total energy is -2379.65214 hartree. Its total charge is 0. The calculation puts the energy relative to the best compared isomer or geometry (same formula, charge and spin) at 22.2 kcal/mol.

---

No. 2
Molecular formula: C29H30O5
Method: DFT, ωB97M-V with the def2-TZVPD basis set

The geometry in XYZ format:
```
64
Properties=species:S:1:pos:R:3:forces:R:3:nbo_charge:R:1
C 1.78609 -0.88256 -6.72874 0.09 -0.19 0.78 -0.25
O 2.10454 -1.15890 -5.34460 -0.13 0.08 -0.63 -0.51
C 1.08151 -1.21497 -4.44514 -1.08 -0.16 0.33 0.31
C 1.42733 -1.23480 -3.07659 0.04 0.30 -0.95 -0.29
C 0.42450 -1.17397 -2.12862 0.00 -0.16 0.05 -0.15
C -0.91712 -1.28289 -2.46398 -0.31 0.09 -0.02 -0.05
C -1.95205 -1.29015 -1.33969 -0.20 -0.38 -0.48 -0.44
C -2.08728 0.07214 -0.80419 -1.08 1.50 -0.03 -0.34
C -2.90803 0.89219 -1.74436 0.42 0.37 -0.40 0.76
O -3.39584 0.49236 -2.78285 0.29 0.21 0.59 -0.61
O -3.24760 2.15888 -1.32803 0.81 -0.37 0.31 -0.53
C -2.42420 2.68649 -0.26629 -0.74 -0.05 -0.48 0.53
C -1.01618 2.97830 -0.76203 0.26 -0.09 -0.03 -0.67
C -3.16087 3.97395 0.10234 0.03 -0.46 0.17 -0.63
O -2.45773 1.76128 0.84402 -0.37 0.21 -0.14 -0.55
C -2.56528 0.41377 0.52123 -0.18 -0.50 -0.34 0.74
O -3.10005 -0.35676 1.29710 0.71 0.42 0.33 -0.62
C -1.26555 -1.27528 -3.81304 -0.04 -0.16 0.12 -0.17
C -0.29156 -1.23896 -4.80518 1.16 0.15 0.00 -0.31
H 2.75434 -0.86858 -7.23149 -0.21 0.01 0.00 0.20
H 1.15050 -1.67107 -7.15754 0.19 0.20 0.10 0.18
H 1.29320 0.09648 -6.82745 0.09 -0.28 0.05 0.18
H 2.48145 -1.24365 -2.81007 -0.14 0.18 0.01 0.21
H 0.66315 -0.98737 -1.08811 0.05 -0.22 -0.46 0.18
H -2.92682 -1.56461 -1.76696 0.24 -0.42 0.16 0.24
H -1.68671 -1.97085 -0.53152 -0.19 -0.30 -0.29 0.20
H -0.48127 2.05290 -1.01582 -0.12 0.32 0.14 0.24
H -1.08037 3.60541 -1.66520 0.01 -0.17 0.37 0.23
H -0.47431 3.52792 0.02174 -0.07 -0.19 -0.25 0.21
H -4.15101 3.71231 0.48162 0.14 0.07 0.04 0.23
H -2.60864 4.54752 0.84462 -0.02 -0.01 0.05 0.21
H -3.28937 4.56833 -0.80700 0.12 -0.09 0.16 0.23
H -2.31542 -1.23077 -4.09067 0.19 -0.17 0.06 0.24
H -0.57114 -1.20727 -5.85944 -0.02 0.01 0.39 0.22
C 5.56727 0.43146 0.19940 0.49 -0.07 0.30 -0.64
C 4.24574 -0.10691 0.63011 -0.36 0.03 -0.30 0.06
C 3.67773 -1.25392 0.05338 -0.06 0.16 0.28 -0.23
C 2.35968 -1.58115 0.31329 -0.60 0.30 0.01 -0.16
C 1.53424 -0.75383 1.15442 1.01 0.80 -0.35 -0.07
C 0.10668 -0.91300 1.24582 0.70 -1.43 0.79 0.04
C -0.52859 -0.78107 2.53054 -1.02 0.86 0.94 -0.16
C -1.12761 -1.92431 3.13490 0.13 0.27 -0.79 -0.05
C -1.49291 -1.91065 4.46861 0.11 0.29 0.16 -0.25
C -1.33844 -0.74622 5.23868 -0.34 -0.13 -0.36 0.04
C -1.75247 -0.73578 6.67858 0.09 -0.07 0.23 -0.64
C -0.87516 0.42314 4.62738 -0.04 -0.10 -0.13 -0.22
C -0.51240 0.42094 3.28960 0.35 -0.28 -0.15 -0.14
C 2.21540 0.27189 1.88119 -0.29 -0.36 -0.20 -0.15
C 3.52905 0.58429 1.60751 0.02 0.02 -0.07 -0.23
H 5.81486 1.27763 0.84455 0.21 -0.10 -0.15 0.22
H 6.33438 -0.34053 0.31370 0.08 0.16 -0.11 0.23
H 5.59188 0.78836 -0.83783 -0.22 -0.22 0.17 0.24
H 4.27654 -1.86438 -0.62444 -0.23 0.13 0.15 0.23
H 1.93986 -2.46847 -0.17226 0.01 0.43 0.20 0.23
H -0.34447 -1.61728 0.55692 0.14 -0.05 0.18 0.22
H -1.26716 -2.82468 2.52850 0.10 0.30 0.25 0.21
H -1.90869 -2.80335 4.94515 0.14 0.27 -0.27 0.22
H -1.22771 0.06200 7.20724 -0.05 -0.10 0.09 0.22
H -2.82930 -0.56984 6.82022 0.21 -0.03 -0.23 0.23
H -1.50713 -1.69665 7.13903 -0.04 0.15 0.08 0.22
H -0.79535 1.33464 5.22751 -0.11 -0.25 -0.32 0.22
H -0.20698 1.35211 2.80228 -0.19 -0.37 0.22 0.22
H 1.70251 0.85246 2.64021 0.05 -0.18 -0.23 0.23
H 4.02636 1.40626 2.12777 -0.28 -0.20 -0.13 0.22
```
Forces are in eV/Å.

The calculation puts the HOMO energy at -7.00 eV. The calculation puts the orbital gap at 0.1616 Eh. The value obtained for the total energy is -1499.14520 hartree. Its total charge is 0. The calculation puts the energy relative to the best compared isomer or geometry (same formula, charge and spin) at 64.3 kcal/mol.

---

No. 3
Molecular formula: C29H31BBr21ClF17I3NO3P
Method: DFT, ωB97M-V with the def2-TZVPD basis set

The geometry in XYZ format:
```
108
Properties=species:S:1:pos:R:3:forces:R:3:mulliken_charge:R:1
C 4.14707 3.19169 -1.47022 0.22 -0.37 0.34 -1.30
C 3.51747 3.08160 -0.04656 0.38 0.21 -0.68 -0.30
P 2.18327 1.79908 -0.12381 -0.25 -0.63 -1.49 0.67
C 0.60392 2.77397 0.01757 0.14 0.03 0.44 -0.99
C -0.51770 2.19348 -0.83213 0.14 -0.19 0.17 0.21
C 2.23714 0.60404 1.35628 -0.54 0.77 2.64 0.00
B 2.49923 1.67424 2.51231 0.51 -0.20 0.48 1.07
O 3.75412 2.10592 2.87006 -0.20 0.05 -0.65 -0.90
O 1.41351 2.18639 3.22798 -0.06 0.08 -0.74 -0.67
N 0.92705 0.02782 1.77048 0.12 -0.81 -2.58 0.21
C 0.88151 -1.32139 1.37208 -0.50 0.62 0.66 -1.22
O -0.04091 -2.01489 1.70308 0.14 -0.33 -0.40 -0.78
C 2.21985 -1.79279 0.61021 -1.85 0.61 2.61 2.60
C 2.25038 -3.25695 1.10598 0.79 -0.18 -1.54 -1.38
C 3.49177 -4.14292 0.89549 -0.97 -1.25 0.42 -0.36
C 3.05162 -5.60074 0.57117 0.64 0.60 -0.26 -1.53
Cl 4.62626 -3.62146 -0.36784 0.13 0.22 0.12 -0.12
C 1.78865 -1.57021 -0.86531 0.58 0.13 -0.52 2.05
F 0.65436 -0.78484 -0.91627 0.04 0.01 0.02 0.30
F 2.70073 -0.89090 -1.57403 0.16 -0.35 0.13 -0.50
C 1.36735 -2.78152 -1.78226 0.03 -0.03 -1.07 -0.38
F 2.05596 -3.91515 -1.63031 -0.07 0.05 0.72 -0.29
F 1.64645 -2.41667 -3.06187 -0.18 0.33 0.05 -0.30
C -0.16156 -3.12317 -1.80975 -0.33 -0.87 0.20 0.60
F -0.24480 -4.43297 -2.13708 0.11 0.03 -0.17 -0.37
F -0.76633 -3.03382 -0.61189 0.25 0.40 0.11 -0.27
C -1.01979 -2.38020 -2.87847 -0.30 -0.22 -0.83 0.63
F -0.88115 -3.05468 -4.03920 0.10 -0.06 0.06 -0.35
F -0.67248 -1.11340 -3.13499 0.14 0.03 0.33 -0.23
C -2.55669 -2.40896 -2.57746 0.21 -0.22 -0.23 0.44
F -3.17603 -2.14950 -3.75293 0.11 0.33 0.30 -0.34
F -2.93154 -3.65231 -2.22972 0.27 0.25 0.05 -0.30
C -3.03936 -1.38993 -1.48050 -0.86 -0.70 0.66 0.63
F -2.04589 -0.71659 -0.88367 0.03 0.05 -0.42 -0.36
F -3.61216 -2.13917 -0.51599 -0.05 0.15 -0.13 -0.33
C -4.13523 -0.37149 -1.94934 -0.23 0.35 0.57 0.72
F -4.51078 0.32785 -0.80780 0.92 -0.71 -1.42 -0.31
F -5.24462 -0.98514 -2.38625 0.65 0.06 -0.02 -0.35
C -3.62885 0.65479 -3.02279 -0.83 1.05 -0.64 0.36
F -4.24110 1.84151 -2.84282 0.17 -0.96 -0.66 -0.25
F -2.31366 0.87295 -2.92412 -0.80 -0.58 0.10 0.07
F -3.95030 0.26640 -4.26813 0.50 -0.10 0.72 -0.26
C 3.09698 -0.68182 1.32283 2.29 0.11 -1.41 -1.67
I 4.94979 -0.10082 0.24682 -0.65 0.96 -1.20 0.25
C 3.75648 -1.00284 2.72194 -0.08 -1.09 0.37 -2.50
I 5.70580 -2.03002 2.63482 0.00 -0.89 0.60 0.18
C 2.96089 -1.69156 3.85644 0.57 0.89 0.81 -0.59
C 1.66112 -1.04032 4.29581 -0.21 -0.42 0.58 -0.59
I 4.23012 -1.46564 5.67160 -0.39 0.00 0.12 0.12
H 3.66127 2.52447 -2.17477 -0.11 0.11 -0.14 0.33
H 4.13943 4.21096 -1.84390 -0.11 0.10 -0.09 0.29
H 5.18401 2.86812 -1.43995 0.17 0.05 0.05 0.29
H 3.15579 4.07745 0.20204 -0.27 -0.06 0.46 0.50
H 4.33026 2.81026 0.61020 -0.18 -0.03 0.49 0.44
H 0.85596 3.75264 -0.38918 0.18 0.11 0.00 0.51
H 0.28420 2.94474 1.04648 -0.13 0.02 0.07 0.38
H -1.35692 2.87865 -0.91385 0.00 0.17 -0.04 0.45
H -0.13356 1.96689 -1.82306 -0.08 -0.04 -0.11 -0.08
H -0.91432 1.27239 -0.41318 -0.01 -0.13 0.04 -0.60
H 3.65698 2.94613 3.32638 0.29 0.02 0.46 0.30
H 1.23430 3.10544 3.01362 -0.10 0.20 0.29 0.31
H 0.11129 0.43846 1.32246 -0.15 0.46 0.61 0.36
H 1.91366 -3.31869 2.13148 0.27 0.15 0.26 0.02
H 1.43562 -3.74963 0.58342 -0.20 0.09 -0.06 0.75
H 4.00721 -4.23158 1.84312 0.55 0.53 -0.08 0.51
H 2.00444 -5.77037 0.79607 -0.08 -0.14 0.22 0.37
H 3.22361 -5.76702 -0.48489 -0.26 -0.18 -0.19 0.38
H 3.70402 -6.28822 1.09872 -0.14 -0.23 0.17 0.42
H 4.13644 -0.08547 3.14893 -0.21 0.39 -0.32 1.82
H 2.89451 -2.76756 3.81266 -0.01 -0.15 -0.30 0.68
H 1.44297 -1.39123 5.29709 0.01 -0.12 0.10 0.46
H 1.73660 0.03703 4.39812 0.02 0.16 -0.28 0.23
H 0.79813 -1.32972 3.70950 0.03 0.12 -0.17 -0.07
C 0.73363 3.29738 -5.05656 -0.04 0.05 -0.07 -0.41
Br -0.98442 2.54604 -4.61436 0.40 0.31 -0.27 -0.01
Br 1.62968 3.98219 -3.49215 -0.18 0.02 -0.17 -0.01
Br 1.82595 2.02400 -5.99625 -0.10 0.08 0.10 0.07
H 0.56467 4.13523 -5.71659 0.00 0.01 -0.01 0.37
C -0.90479 -4.01610 5.60945 0.00 0.04 -0.01 -0.08
Br -1.75208 -5.49537 6.49939 0.04 0.04 -0.03 -0.04
Br -0.43897 -2.61581 6.84172 0.01 -0.20 0.14 -0.03
Br 0.61594 -4.58871 4.56897 -0.03 -0.03 0.07 0.05
H -1.62591 -3.60266 4.91929 0.02 0.03 -0.04 0.07
C -4.32180 4.78557 -0.36360 0.05 -0.16 0.22 0.02
Br -6.12900 5.44591 -0.31046 0.03 -0.01 0.04 -0.05
Br -3.25843 5.51070 1.07380 -0.03 -0.02 -0.06 -0.04
Br -4.27135 2.86369 -0.41164 -0.15 1.25 1.08 0.14
H -3.88511 5.13902 -1.28264 0.02 0.05 -0.04 -0.12
C -4.93907 8.79070 -2.61017 -0.04 0.03 0.06 -0.29
Br -5.85639 9.53189 -4.12957 0.05 -0.03 0.04 -0.02
Br -4.06905 7.13034 -3.05202 0.08 0.11 -0.19 0.06
Br -3.70804 10.04770 -1.83291 -0.03 -0.05 -0.04 0.00
H -5.68494 8.56597 -1.86115 0.00 -0.03 0.01 0.28
C 4.74424 -0.51099 -7.51518 0.02 -0.01 0.06 -0.38
Br 2.85728 -0.71942 -7.84095 0.08 -0.06 -0.04 -0.05
Br 5.32900 1.28676 -7.87963 -0.03 -0.04 0.02 -0.01
Br 5.21458 -1.06565 -5.73365 -0.04 0.04 -0.04 0.03
H 5.26207 -1.16220 -8.20321 0.00 -0.01 -0.02 0.36
C -3.53566 -0.25634 6.28152 0.10 0.03 -0.01 -0.40
Br -2.00900 0.55443 5.43086 -0.08 -0.03 -0.06 0.04
Br -5.08684 0.87718 6.18398 0.02 -0.05 -0.03 -0.06
Br -3.90793 -2.01405 5.58020 0.01 0.12 0.05 0.05
H -3.29244 -0.37708 7.32697 0.02 -0.03 0.01 0.43
C -6.99932 -2.45314 1.75191 -0.06 0.07 0.06 -0.37
Br -6.11507 -1.02732 0.81176 -0.55 -0.31 0.52 0.09
Br -6.93163 -2.20069 3.66189 -0.10 0.00 -0.17 -0.03
Br -8.80568 -2.70839 1.13028 0.05 0.02 0.01 -0.04
H -6.45793 -3.36189 1.53374 0.00 -0.01 0.00 0.32
```
Forces are in eV/Å.

The calculation puts the HOMO energy at -7.62 eV. The calculation puts the orbital gap at 0.2591 Eh. The value obtained for the total energy is -58875.52335 hartree. Its total charge is 0.